{"formula": "C73H74KN10O5PS3Sb", "method": "the ωB97M-V functional and the def2-TZVPD basis", "e_homo_ev": -5.3, "charge": -1, "energy_ha": -6126.25747, "gap_ev": 7.401, "e_lumo_ev": 2.061, "elements": ["K", "O", "C", "C", "C", "C", "C", "C", "C", "O", "N", "N", "C", "S", "C", "C", "S", "H", "H", "H", "H", "H", "H", "H", "H", "H", "C", "C", "N", "N", "C", "S", "N", "N", "H", "H", "H", "H", "H", "H", "C", "C", "C", "C", "C", "O", "C", "N", "C", "C", "C", "C", "C", "C", "P", "C", "C", "C", "C", "C", "C", "C", "C", "C", "C", "C", "C", "H", "H", "H", "H", "H", "H", "H", "H", "H", "H", "H", "H", "H", "H", "H", "H", "H", "H", "H", "H", "H", "H", "H", "H", "N", "H", "H", "H", "C", "C", "C", "C", "C", "C", "C", "Sb", "C", "C", "C", "C", "C", "C", "C", "C", "C", "C", "C", "C", "C", "C", "H", "H", "H", "H", "H", "H", "H", "H", "H", "H", "H", "H", "H", "H", "H", "H", "H", "H", "H", "H", "H", "O", "C", "N", "C", "C", "O", "N", "C", "C", "C", "C", "C", "C", "C", "C", "C", "C", "C", "C", "H", "H", "H", "H", "H", "H", "H", "H", "H", "H", "H"], "coordinates": [[-0.01006, -1.16646, -0.62749], [5.19519, -1.26917, -2.70469], [4.40468, -2.28649, -3.08379], [5.01701, -3.43191, -3.59912], [4.25983, -4.52710, -3.96786], [2.87350, -4.50460, -3.83873], [2.26295, -3.36077, -3.35557], [3.00286, -2.24113, -2.97511], [2.24839, -1.04549, -2.47232], [0.99892, -1.03911, -2.62158], [2.99346, -0.11050, -1.90775], [2.29352, 0.97154, -1.38084], [2.98710, 2.03310, -1.37742], [4.62581, 2.13416, -2.05291], [4.93857, 3.80943, -1.43751], [3.62901, 4.57302, -1.46289], [2.37743, 3.52849, -0.68563], [4.58826, -0.58012, -2.30886], [6.09623, -3.43432, -3.68559], [4.75466, -5.40983, -4.35622], [2.27901, -5.36514, -4.11669], [1.18542, -3.30393, -3.25947], [5.68456, 4.26548, -2.08938], [5.32777, 3.75432, -0.42080], [3.32452, 4.80526, -2.48462], [3.68908, 5.49202, -0.87901], [-4.86531, 1.16931, 3.04553], [-4.09041, 2.14998, 2.25012], [-4.45155, 3.35992, 1.96526], [-3.41566, 3.83972, 1.20330], [-2.40011, 2.97271, 1.03563], [-0.97739, 3.14270, 0.20453], [-2.86143, 1.86712, 1.70716], [-2.24124, 0.63527, 1.83003], [-5.69790, 1.67975, 3.52361], [-4.22925, 0.70457, 3.79784], [-5.24808, 0.37261, 2.40551], [-3.41659, 4.78828, 0.87574], [-1.42590, 0.70641, 2.43325], [-1.92428, 0.31897, 0.91754], [-3.48447, -2.44879, 1.59903], [-4.42616, -2.42512, 0.40260], [-5.86650, -2.53683, 0.90384], [-4.19106, -1.17037, -0.45252], [-5.19248, -0.97723, -1.60485], [-4.42102, -1.22724, -2.78758], [-3.12539, -1.32404, -2.38347], [-2.88068, -1.25051, -1.14023], [-2.23625, -1.56267, -3.55310], [-2.51632, -2.72012, -4.27728], [-1.88544, -2.97218, -5.48072], [-1.02087, -2.01667, -5.99566], [-0.74556, -0.86674, -5.27607], [-1.30327, -0.63351, -4.01979], [-0.80380, 0.76521, -2.90632], [-2.33198, 1.78673, -3.28445], [-2.65076, 2.32191, -4.53253], [-3.83992, 3.00390, -4.73560], [-4.74285, 3.16467, -3.68970], [-4.44431, 2.63811, -2.44303], [-3.24751, 1.95747, -2.24925], [0.43391, 1.75620, -3.84262], [1.53239, 1.24644, -4.53501], [2.47988, 2.09222, -5.09537], [2.36147, 3.46705, -4.96173], [1.29824, 3.98826, -4.23814], [0.35286, 3.14213, -3.67947], [-3.62594, -3.36577, 2.17330], [-3.67706, -1.59445, 2.25330], [-2.44158, -2.39346, 1.29477], [-4.19626, -3.28942, -0.23257], [-6.13786, -1.65765, 1.49781], [-5.95557, -3.40989, 1.55246], [-6.60405, -2.64670, 0.10926], [-4.18524, -0.29622, 0.20836], [-5.59150, 0.03642, -1.66125], [-6.01482, -1.68769, -1.59705], [-3.24712, -3.41766, -3.88703], [-2.08459, -3.88873, -6.02064], [-0.55140, -2.16878, -6.95984], [-0.07839, -0.13453, -5.70494], [-1.95775, 2.20218, -5.35816], [-4.06723, 3.41104, -5.71354], [-5.67068, 3.70030, -3.84922], [-5.13564, 2.76594, -1.61721], [-3.00368, 1.55944, -1.27081], [1.67377, 0.17840, -4.61666], [3.32597, 1.66634, -5.62011], [3.10628, 4.12435, -5.39402], [1.20381, 5.05900, -4.09847], [-0.45657, 3.56657, -3.09702], [3.22162, -1.65473, 1.02733], [3.51207, -2.61529, 0.87829], [3.09982, -1.23749, 0.10760], [2.30821, -1.68392, 1.47388], [3.47562, -1.33135, 4.47386], [2.86943, -0.56688, 5.61966], [3.16321, -0.95065, 6.92584], [2.59785, -0.30673, 8.01632], [1.72142, 0.74490, 7.80552], [1.42575, 1.14129, 6.50719], [1.99014, 0.50552, 5.40692], [1.59173, 1.08233, 3.35266], [3.52936, 2.02418, 3.09839], [4.21321, 1.56271, 1.97290], [5.51128, 1.97063, 1.69215], [6.13313, 2.87534, 2.53615], [5.45723, 3.35044, 3.65268], [4.16494, 2.93102, 3.95902], [3.51323, 3.46342, 5.20754], [0.21021, 2.68136, 3.86201], [-0.91165, 2.16921, 4.52982], [-1.99586, 2.96131, 4.87198], [-1.97756, 4.30911, 4.53656], [-0.88385, 4.82376, 3.86295], [0.20965, 4.03085, 3.50352], [1.30542, 4.68134, 2.70108], [4.22554, -2.03790, 4.82972], [3.95549, -0.67808, 3.74405], [2.69683, -1.89032, 3.94956], [3.84601, -1.77797, 7.08620], [2.84101, -0.62669, 9.02243], [1.27311, 1.26423, 8.64412], [0.75893, 1.98336, 6.36616], [3.74310, 0.84025, 1.31394], [6.01877, 1.57854, 0.81872], [7.14275, 3.21236, 2.33182], [5.94590, 4.06062, 4.31182], [3.94822, 4.42484, 5.48523], [3.65451, 2.77263, 6.04173], [2.43790, 3.59282, 5.08226], [-0.93312, 1.11585, 4.80630], [-2.84245, 2.53495, 5.39717], [-2.81434, 4.94873, 4.78947], [-0.87528, 5.87165, 3.57942], [0.89267, 5.04015, 1.75526], [2.11433, 3.99545, 2.46424], [1.72188, 5.53754, 3.23821], [0.27750, -1.93256, 3.89500], [0.15797, -2.67947, 2.93484], [0.19699, -4.05722, 3.03645], [-0.06853, -4.69625, 1.77439], [-0.19928, -3.42378, 0.89392], [-0.43289, -3.49832, -0.31566], [-0.01957, -2.30605, 1.61409], [1.08834, -5.58780, 1.32776], [1.95335, -5.23354, 0.29793], [3.02260, -6.05613, -0.03681], [3.23852, -7.23907, 0.65210], [2.37680, -7.60117, 1.68051], [1.30785, -6.78322, 2.00878], [-1.39241, -5.45744, 1.74062], [-1.84529, -5.98353, 0.53104], [-3.05753, -6.64989, 0.46737], [-3.82907, -6.81752, 1.61264], [-3.37621, -6.30924, 2.81898], [-2.16597, -5.62647, 2.88006], [0.41290, -4.52351, 3.89813], [1.79163, -4.32131, -0.26003], [3.68206, -5.76287, -0.84491], [4.07023, -7.88010, 0.38772], [2.53422, -8.52555, 2.22257], [0.62615, -7.08047, 2.79903], [-1.24881, -5.83970, -0.36019], [-3.40479, -7.04039, -0.48141], [-4.77493, -7.34258, 1.56168], [-3.96962, -6.42903, 3.71723], [-1.84021, -5.19475, 3.81746]]}